Record 1
ORCA calculation (wB97M-V/def2-TZVPD) on a single C25H26N4O3 molecule.

```
! RIJCOSX wB97M-V def2-TZVPD def2/J DEFGRID3
* xyz 0 1
C 4.226 -1.223 0.890
N 2.951 -1.270 1.572
C 2.205 -2.477 1.258
C 1.477 -2.342 -0.075
N 0.517 -1.265 0.005
C -0.375 -1.049 -0.962
O -0.525 -1.757 -1.938
C -1.215 0.246 -0.789
O -1.148 0.649 0.564
C -2.638 -0.028 -1.200
C -3.366 -0.999 -0.530
C -4.678 -1.256 -0.882
C -5.267 -0.540 -1.913
C -4.552 0.429 -2.587
C -3.231 0.692 -2.235
N -2.500 1.666 -2.883
C -1.161 1.919 -2.678
O -0.570 2.725 -3.362
N -0.581 1.252 -1.637
C 0.839 1.366 -1.502
C 1.383 1.967 -0.377
C 2.758 2.041 -0.237
C 3.586 1.532 -1.222
C 3.038 0.943 -2.349
C 1.666 0.854 -2.491
C 3.098 -1.080 3.009
C 1.767 -0.755 3.632
C 1.246 -1.506 4.676
C 0.014 -1.187 5.222
C -0.710 -0.117 4.726
C -0.196 0.637 3.684
C 1.035 0.321 3.142
H 4.903 -2.035 1.202
H 4.707 -0.269 1.096
H 4.065 -1.297 -0.183
H 2.858 -3.366 1.226
H 1.457 -2.631 2.040
H 2.181 -2.141 -0.890
H 0.946 -3.268 -0.317
H 0.622 -0.600 0.758
H -1.775 1.369 0.705
H -2.890 -1.546 0.271
H -5.238 -2.014 -0.358
H -6.290 -0.741 -2.194
H -5.006 0.989 -3.392
H -2.913 2.146 -3.669
H 0.732 2.376 0.380
H 3.182 2.509 0.640
H 4.659 1.600 -1.115
H 3.683 0.550 -3.122
H 1.227 0.391 -3.362
H 3.547 -1.961 3.500
H 3.774 -0.233 3.160
H 1.808 -2.343 5.066
H -0.381 -1.778 6.036
H -1.671 0.129 5.152
H -0.755 1.474 3.296
H 1.447 0.905 2.333
*
```

Its structure (SMILES) is CN(CCNC(=O)[C@]1(O)c2ccccc2NC(=O)N1c1ccccc1)Cc1ccccc1. For the energy above the lowest of the compared OMol25 structures with the same formula, charge and spin, the calculation gives 1.6 kJ/mol. As for the LUMO energy: 0.6 eV. The frontier orbital gap comes out at 9.1 eV. Its molar mass is 430.5 g mol⁻¹. As for the electronic energy: -38451.7678 eV.

These are the Löwdin partial charges, in e, on atoms 1 to 8: -0.0908 -0.2175 -0.1763 -0.1390 0.1163 -0.4390 0.0998 -0.3319

***

Record 2
ORCA calculation (wB97M-V/def2-TZVPD) on a single C25H26N4O3S molecule.

```
! RIJCOSX wB97M-V def2-TZVPD def2/J DEFGRID3
* xyz 0 1
C -2.646 3.387 -1.512
C -1.243 2.907 -1.460
N -0.235 3.652 -1.860
N 0.914 2.957 -1.691
C 2.145 3.522 -2.017
C 2.173 4.785 -2.603
C 3.384 5.361 -2.932
C 4.570 4.689 -2.681
C 4.539 3.435 -2.096
C 3.334 2.846 -1.761
C 0.625 1.740 -1.173
S 1.454 0.317 -0.678
C -0.083 -0.377 -0.175
C -0.066 -1.739 0.415
O 0.092 -2.739 -0.271
N -0.218 -1.800 1.757
C -0.174 -3.104 2.396
C -1.582 -3.726 2.389
O -2.290 -3.749 3.375
N -1.920 -4.190 1.179
C -3.245 -4.659 0.838
C -3.159 -5.906 -0.045
C -3.003 -5.383 -1.484
C -3.315 -3.876 -1.433
C -3.958 -3.648 -0.065
C -0.537 -0.641 2.575
C 0.546 0.390 2.540
C 1.885 0.310 2.789
C 2.410 1.603 2.546
C 1.353 2.370 2.171
O 0.221 1.646 2.164
C -1.150 0.421 -0.424
C -0.760 1.656 -1.001
H -3.246 2.730 -2.140
H -2.669 4.394 -1.919
H -3.079 3.391 -0.513
H 1.238 5.288 -2.789
H 3.402 6.340 -3.387
H 5.515 5.142 -2.941
H 5.460 2.907 -1.897
H 3.320 1.869 -1.302
H 0.175 -2.992 3.423
H 0.517 -3.737 1.834
H -1.273 -4.050 0.412
H -3.770 -4.831 1.780
H -2.330 -6.545 0.255
H -4.081 -6.479 0.056
H -3.689 -5.901 -2.154
H -1.993 -5.551 -1.856
H -2.393 -3.298 -1.513
H -3.971 -3.568 -2.246
H -5.022 -3.883 -0.096
H -3.839 -2.626 0.293
H -1.468 -0.172 2.240
H -0.692 -1.000 3.596
H 2.428 -0.559 3.099
H 3.431 1.911 2.636
H 1.275 3.403 1.894
H -2.167 0.147 -0.206
*
```

Its structure (SMILES) is Cc1nn(-c2ccccc2)c2sc(C(=O)N(CC(=O)NC3CCCC3)Cc3ccco3)cc12. For the energy above the lowest of the compared OMol25 structures with the same formula, charge and spin, the calculation gives 156.3 kJ/mol. As for the LUMO energy: 0.6 eV. The frontier orbital gap comes out at 8.8 eV. Its molar mass is 462.6 g mol⁻¹. As for the electronic energy: -49285.2768 eV.

These are the Löwdin partial charges, in e, on atoms 1 to 8: -0.0220 -0.2778 0.1430 -0.0633 -0.1840 -0.0179 -0.0810 -0.0963

***

Record 3
ORCA calculation (wB97M-V/def2-TZVPD) on a molecular structure, C25H26N6PbS3.

```
! RIJCOSX wB97M-V def2-TZVPD def2/J DEFGRID3
* xyz 0 1
Pb 0.705 0.150 -0.007
C 4.202 -0.853 -3.512
N 4.574 -0.363 -2.198
C 5.526 0.608 -1.934
C 5.537 0.809 -0.615
N 4.577 -0.035 -0.049
C 3.971 -0.776 -1.048
S 2.801 -1.976 -0.995
C 4.343 -0.085 1.361
C 5.398 0.207 2.216
C 5.165 0.171 3.577
C 3.912 -0.189 4.037
C 2.929 -0.457 3.101
N 3.133 -0.387 1.784
H 4.914 -0.473 -4.241
H 3.198 -0.522 -3.771
H 4.206 -1.939 -3.513
H 6.104 1.082 -2.710
H 6.111 1.507 -0.032
H 6.380 0.448 1.832
H 5.960 0.415 4.271
H 3.689 -0.241 5.094
H 1.922 -0.716 3.406
S 0.868 2.450 1.523
C -0.419 1.706 2.405
S -0.707 -0.013 2.217
C -1.247 2.431 3.230
C -2.365 1.821 3.890
N -3.280 1.350 4.415
C -1.043 3.831 3.462
N -0.897 4.956 3.672
C -0.901 -2.966 -0.596
C -2.409 -3.037 -0.822
C -2.688 -3.496 -2.268
C -3.247 -1.794 -0.592
C -4.583 -1.995 -0.326
C -5.488 -0.938 -0.312
C -5.088 0.361 -0.621
C -3.769 0.654 -0.872
C -3.405 2.084 -1.197
C -2.543 2.226 -2.461
C -2.752 2.779 0.011
C -2.771 -0.421 -0.755
N -1.510 -0.135 -0.695
H -0.478 -3.964 -0.741
H -0.656 -2.638 0.418
H -0.418 -2.300 -1.311
H -2.807 -3.797 -0.145
H -2.349 -2.732 -2.975
H -3.753 -3.666 -2.435
H -2.149 -4.422 -2.478
H -4.936 -3.004 -0.143
H -6.532 -1.138 -0.100
H -5.826 1.153 -0.663
H -4.353 2.589 -1.394
H -1.617 1.666 -2.364
H -2.296 3.278 -2.617
H -3.079 1.864 -3.343
H -1.759 2.374 0.199
H -3.352 2.652 0.915
H -2.657 3.848 -0.187
*
```

For the energy above the lowest of the compared OMol25 structures with the same formula, charge and spin, the calculation gives 87.1 kJ/mol. As for the LUMO energy: -2.3 eV. The frontier orbital gap comes out at 5.1 eV. Its molar mass is 713.9 g mol⁻¹. As for the electronic energy: -73038.7316 eV.

These are the Löwdin partial charges, in e, on atoms 1 to 8: 0.8599 -0.0456 -0.1303 -0.0408 -0.0407 0.0173 -0.7616 0.5341

***

Record 4
ORCA calculation (wB97M-V/def2-TZVPD) on a molecular structure, C25H27BF4N.

```
! RIJCOSX wB97M-V def2-TZVPD def2/J DEFGRID3
* xyz 1 1
F 4.612 -3.018 -3.903
C 4.594 -1.784 -3.292
C 5.809 -1.172 -2.987
C 5.748 0.089 -2.377
F 6.929 0.729 -2.077
C 4.554 0.722 -2.080
C 3.338 0.088 -2.426
C 2.082 0.728 -2.164
C 0.889 0.139 -2.419
C -0.378 0.898 -2.268
C -1.610 0.346 -2.925
C -2.468 1.179 -3.653
C -3.600 0.608 -4.232
F -4.407 1.401 -5.018
C -3.950 -0.729 -4.041
C -3.091 -1.508 -3.271
F -3.413 -2.827 -3.044
C -1.930 -0.997 -2.690
C 3.364 -1.200 -3.026
H 6.756 -1.643 -3.217
H 4.528 1.705 -1.603
H 2.119 1.731 -1.721
H 0.800 -0.932 -2.632
H -0.258 1.961 -2.518
H -2.238 2.241 -3.760
H -4.841 -1.149 -4.496
H -1.288 -1.630 -2.074
H 2.440 -1.710 -3.294
C 1.703 1.006 2.434
C 0.821 -0.021 1.742
N -0.653 0.176 1.975
C -1.342 -0.972 1.290
C -2.852 -0.998 1.468
C -0.957 0.186 3.413
C -0.639 -0.904 4.209
C -0.967 -0.791 5.569
C -1.585 0.368 6.039
C -1.890 1.443 5.181
C -1.554 1.339 3.844
B -1.271 1.693 1.756
H -0.569 0.805 -1.218
H 2.742 0.691 2.287
H 1.583 2.010 2.013
H 1.522 1.042 3.514
H 0.960 -0.024 0.651
H 1.060 -1.028 2.121
H -1.049 -0.916 0.231
H -0.905 -1.889 1.718
H -3.211 -1.936 1.026
H -3.143 -1.003 2.524
H -3.352 -0.167 0.958
H -0.158 -1.790 3.790
H -0.723 -1.627 6.225
H -1.844 0.456 7.097
H -2.378 2.344 5.540
H -1.737 2.149 3.078
H -2.311 1.618 1.169
H -0.392 2.472 1.564
*
```

As for the LUMO energy: -3.2 eV. The frontier orbital gap comes out at 7.6 eV. Its molar mass is 428.3 g mol⁻¹. As for the electronic energy: -39391.1417 eV.

These are the Löwdin partial charges, in e, on atoms 1 to 8: 0.0476 -0.2311 0.0751 -0.2332 0.0462 0.0325 -0.2215 -0.0633

***

Record 5
ORCA calculation (wB97M-V/def2-TZVPD) on a molecular structure, C25H27BrCaCl5NP.

```
! RIJCOSX wB97M-V def2-TZVPD def2/J DEFGRID3
* xyz 1 1
Ca 0.311 -1.451 -0.536
Cl 3.697 -2.117 -0.661
C 2.825 -2.952 -1.913
C 1.459 -2.736 -1.972
C 0.785 -3.412 -2.970
Cl -0.935 -3.140 -3.053
C 1.400 -4.270 -3.874
Cl 0.493 -5.087 -5.085
C 2.780 -4.459 -3.779
Cl 3.584 -5.508 -4.870
C 3.507 -3.791 -2.790
Cl 5.207 -4.007 -2.664
C -0.319 3.964 -1.259
C -0.438 2.517 -1.731
C 0.767 2.178 -2.623
C -1.718 2.310 -2.545
P -0.383 1.254 -0.329
C 1.081 1.764 0.643
C 1.097 2.699 1.676
C 2.271 2.969 2.362
C 3.450 2.318 2.024
C 3.456 1.401 0.984
C 2.278 1.126 0.306
C -1.914 1.382 0.774
C -1.543 0.804 2.145
C -2.533 2.768 0.957
C -2.951 0.450 0.121
H -0.258 4.614 -2.135
H 0.584 4.118 -0.670
H -1.180 4.281 -0.673
H 0.753 2.826 -3.502
H 0.730 1.143 -2.971
H 1.709 2.348 -2.102
H -1.672 2.925 -3.446
H -2.610 2.607 -1.996
H -1.825 1.269 -2.860
H 0.197 3.234 1.947
H 2.266 3.700 3.159
H 4.362 2.528 2.566
H 4.371 0.902 0.693
H 2.304 0.428 -0.528
H -0.955 1.499 2.739
H -0.968 -0.115 2.035
H -2.453 0.567 2.702
H -1.822 3.492 1.350
H -3.356 2.688 1.671
H -2.945 3.155 0.026
H -2.583 -0.580 0.083
H -3.201 0.766 -0.892
H -3.872 0.454 0.707
Br 1.491 -1.791 2.491
C -0.201 -2.648 2.689
C -0.562 -3.175 3.914
C -1.817 -3.757 4.009
C -2.638 -3.780 2.891
C -2.170 -3.228 1.713
N -0.962 -2.666 1.606
H 0.112 -3.127 4.756
H -2.143 -4.191 4.945
H -3.623 -4.222 2.930
H -2.774 -3.240 0.814
*
```

As for the LUMO energy: -2.9 eV. The frontier orbital gap comes out at 8.3 eV. Its molar mass is 669.7 g mol⁻¹. As for the electronic energy: -188231.8061 eV.

These are the Löwdin partial charges, in e, on atoms 1 to 8: 1.0854 0.6576 -0.7283 -0.3948 -0.7417 0.6413 -0.7055 0.6993

***

Record 6
ORCA calculation (wB97M-V/def2-TZVPD) on 5 unconnected molecules or ions with the total composition C25H27F32N2O4.

```
! RIJCOSX wB97M-V def2-TZVPD def2/J DEFGRID3
* xyz 1 1
N -3.694 -0.202 6.543
C -3.049 -1.351 7.191
C -3.355 -2.706 6.502
C -4.147 -2.580 5.187
C -3.070 -2.278 4.219
N -1.950 -2.722 4.662
C -2.085 -3.395 5.964
H -3.512 -0.180 5.545
H -3.291 0.659 6.902
H -1.965 -1.231 7.289
H -3.436 -1.394 8.208
H -3.904 -3.342 7.191
H -5.034 -1.957 5.163
H -4.471 -3.601 4.923
H -3.185 -1.753 3.278
H -1.080 -2.598 4.150
H -2.325 -4.442 5.750
H -1.184 -3.351 6.567
C -5.133 1.186 -1.773
C -3.787 0.601 -2.224
C -3.707 -0.908 -2.467
F -3.963 -1.591 -1.327
F -2.453 -1.208 -2.865
F -2.805 0.979 -1.365
F -3.517 1.165 -3.429
O -5.294 1.433 -0.386
C -5.786 0.493 0.468
C -4.770 0.169 1.569
F -3.615 -0.312 1.058
F -5.282 -0.807 2.373
F -6.197 -0.628 -0.153
F -6.847 1.025 1.113
H -5.166 2.178 -2.219
H -5.971 0.623 -2.182
H -4.413 -1.211 -3.243
H -4.554 1.058 2.163
C 0.499 -5.574 3.628
C 1.401 -4.406 3.201
C 1.493 -4.080 1.705
F 2.030 -5.110 1.033
F 2.283 -2.994 1.565
F 2.619 -4.535 3.733
F 0.835 -3.264 3.766
O 1.118 -6.798 3.911
C 1.320 -7.751 2.934
C 2.811 -8.069 2.766
F 3.483 -6.948 2.432
F 2.938 -8.971 1.772
F 0.749 -7.396 1.767
F 0.728 -8.883 3.359
H 0.092 -5.266 4.592
H -0.343 -5.693 2.942
H 0.502 -3.852 1.298
H 3.214 -8.476 3.695
C 0.025 4.123 -0.101
C -0.542 4.586 -1.451
C -0.654 3.543 -2.566
F 0.560 3.065 -2.912
F -1.211 4.132 -3.646
F 0.125 5.670 -1.889
F -1.833 4.955 -1.195
O 1.383 4.401 0.170
C 2.383 3.534 -0.177
C 3.371 4.186 -1.151
F 2.727 4.574 -2.267
F 4.309 3.267 -1.492
F 1.910 2.367 -0.662
F 3.085 3.251 0.945
H -0.513 4.715 0.636
H -0.216 3.076 0.088
H -1.292 2.715 -2.248
H 3.853 5.047 -0.686
C 6.038 4.350 -5.622
C 4.658 5.002 -5.462
C 3.458 4.074 -5.269
F 3.279 3.277 -6.345
F 2.350 4.835 -5.113
F 4.424 5.859 -6.477
F 4.725 5.728 -4.305
O 6.541 4.211 -6.933
C 6.294 3.099 -7.690
C 5.559 3.457 -8.987
F 4.378 4.046 -8.712
F 5.325 2.316 -9.675
F 5.644 2.138 -7.004
F 7.491 2.593 -8.068
H 6.726 5.049 -5.151
H 6.101 3.414 -5.065
H 3.591 3.458 -4.376
H 6.173 4.131 -9.588
*
```

As for the LUMO energy: -4.5 eV. The frontier orbital gap comes out at 8.1 eV. Its molar mass is 1027.4 g mol⁻¹. As for the electronic energy: -124485.9669 eV.

These are the Löwdin partial charges, in e, on atoms 1 to 8: 0.0154 -0.2131 -0.2415 -0.0888 0.0268 0.1326 -0.0776 0.0493

***

no.,F_max (eV/A)
1,0.60
2,0.99
3,0.93
4,3.27
5,1.57
6,0.97